Entry 1:
Computed, not measured: CH7N5 as an isolated structure at a distorted geometry, with ωB97M-V with the def2-TZVPD basis set.

Properties
Highest occupied orbital energy (alpha / beta), eV: -7.97 / -7.97
Multiplicity: 1
M, g mol⁻¹: 89.102
LUMO level (alpha / beta), eV: -0.66 / -0.66
Gap between HOMO and LUMO (alpha / beta), eV: 7.3 / 7.3
Energy above the lowest of the compared OMol25 structures with the same formula, charge and spin, kcal per mole: 101.5
E, Eh: -315.8632
Net charge: 0

Each line ends with the Mulliken charge.
Cartesian coordinates (Å):
N -0.034 -0.354 -0.974  -0.104
N -0.184 -1.585 -0.389  -0.631
N 1.504 0.436 -0.549  -0.021
N 1.905 -0.088 0.454  -0.243
H -0.145 -0.308 -1.981  0.306
H -0.847 -1.445 0.385  0.325
H 0.700 -1.849 0.067  0.297
H 2.336 0.519 1.171  0.280
C -1.038 0.960 -0.090  -0.235
N -1.530 0.534 1.069  -0.760
H -0.777 0.244 1.701  0.189
H -1.760 1.292 -0.846  0.332
H -0.130 1.644 -0.018  0.263

Atoms 1-6, force components in eV/Å:
N 1.838 0.005 0.140
N 0.097 0.151 -0.135
N -0.954 -0.278 0.930
N -2.049 -0.101 -0.252
H 0.543 -0.459 -0.111
H -0.203 0.276 0.109


Entry 2:
Computed, not measured: C37H28BrN6STi as an isolated structure at a distorted geometry, with ωB97M-V with the def2-TZVPD basis set.

Properties
Highest occupied orbital energy (alpha / beta), eV: -12.46 / -12.57
Multiplicity: 2
M, g mol⁻¹: 716.511
LUMO level (alpha / beta), eV: -6.58 / -6.58
Gap between HOMO and LUMO (alpha / beta), eV: 5.9 / 6.0
E, Eh: -5576.4678
Net charge: +2

Each line ends with the Mulliken charge.
Cartesian coordinates (Å):
Ti 0.462 -0.115 0.106  -0.765
N 4.313 -0.977 1.285  -0.162
C 5.250 -0.756 0.242  -0.025
C 6.597 -0.644 0.541  -0.684
C 7.516 -0.405 -0.473  -0.642
C 7.093 -0.247 -1.780  -0.734
C 5.739 -0.336 -2.082  -0.706
C 4.834 -0.608 -1.074  0.991
S 3.116 -0.812 -1.495  -0.204
N 2.377 -0.585 0.024  -0.015
C 2.997 -0.735 1.164  0.596
C 2.136 -0.526 2.334  0.839
C 2.530 -0.673 3.657  -0.932
C 1.653 -0.337 4.671  -0.682
C 0.402 0.176 4.340  -1.052
C 0.054 0.274 3.013  -0.101
N 0.877 -0.101 2.014  0.992
H 4.707 -1.025 2.210  0.112
H 6.936 -0.748 1.565  0.385
H 8.567 -0.339 -0.230  0.414
H 7.807 -0.059 -2.570  0.414
H 5.387 -0.211 -3.099  0.453
H 3.515 -1.052 3.893  0.511
H 1.942 -0.455 5.706  0.459
H -0.291 0.483 5.111  0.498
H -0.912 0.659 2.713  0.537
Br 1.244 6.536 0.700  -0.124
C 0.624 4.817 0.240  -0.114
C 1.527 3.852 -0.183  -0.996
C 1.069 2.600 -0.564  -0.220
C -0.304 2.329 -0.520  0.962
C -1.202 3.293 -0.074  -0.391
C -0.736 4.538 0.304  -0.851
N -0.765 1.030 -0.889  0.746
C -0.277 0.328 -2.031  -1.127
C -0.150 -1.074 -2.024  0.954
C -0.080 -1.865 -3.205  -0.939
C 0.052 -3.217 -3.111  -0.488
C 0.114 -3.846 -1.845  -1.097
C 0.080 -3.065 -0.735  -0.319
N -0.036 -1.713 -0.800  0.781
H 2.581 4.087 -0.231  0.514
H 1.766 1.874 -0.978  0.451
H -2.261 3.073 -0.051  0.444
H -1.434 5.295 0.635  0.487
H -0.201 0.902 -2.941  0.591
H -0.158 -1.373 -4.165  0.566
H 0.099 -3.822 -4.006  0.506
H 0.184 -4.920 -1.762  0.488
H 0.139 -3.487 0.261  0.488
N -1.462 0.293 0.079  0.348
C -2.725 -0.008 -0.073  0.194
C -3.566 0.730 -1.047  -0.528
C -3.481 0.546 -2.424  0.087
C -4.266 1.311 -3.273  -0.937
C -5.133 2.265 -2.762  -0.544
C -5.223 2.447 -1.388  -0.908
C -4.453 1.679 -0.531  -0.099
C -3.326 -1.008 0.799  1.187
C -4.691 -1.298 0.686  -0.590
C -5.260 -2.298 1.454  -0.996
C -4.479 -3.025 2.339  -0.521
C -3.119 -2.752 2.458  -1.261
C -2.544 -1.755 1.700  -0.056
H -2.831 -0.217 -2.830  0.540
H -4.205 1.156 -4.342  0.456
H -5.751 2.852 -3.428  0.450
H -5.903 3.183 -0.980  0.465
H -4.526 1.820 0.541  0.531
H -5.296 -0.740 -0.015  0.453
H -6.316 -2.514 1.360  0.454
H -4.924 -3.808 2.938  0.425
H -2.512 -3.330 3.142  0.470
H -1.489 -1.550 1.788  0.571

Atoms 1-6, force components in eV/Å:
Ti 0.274 0.700 -1.616
N -0.293 -0.114 0.236
C 0.388 0.093 -0.367
C -0.098 -0.027 0.120
C 0.071 0.010 -0.003
C -0.050 -0.023 -0.045


Entry 3:
Computed, not measured: one molecule with the formula C2H5NOS2 at a distorted geometry, with ωB97M-V with the def2-TZVPD basis set.

Properties
Highest occupied orbital energy, eV: -8.43
Multiplicity: 1
M, g mol⁻¹: 123.202
LUMO level, eV: -0.02
Gap between HOMO and LUMO, eV: 8.4
Energy above the lowest of the compared OMol25 structures with the same formula, charge and spin, kcal per mole: 81.3
E, Eh: -1005.4443
Net charge: 0

Each line ends with the Mulliken charge.
Cartesian coordinates (Å):
C -0.680 -0.285 0.922  -0.228
C 0.532 0.086 0.236  -0.094
H -1.214 0.268 -1.210  0.207
H -0.543 -1.029 1.835  0.326
H -1.108 0.683 1.369  0.254
H 1.122 1.514 -1.344  0.303
H -0.088 2.858 0.564  0.325
N 0.681 1.303 -0.291  -0.141
O -0.391 2.111 0.013  -0.396
S -1.757 -0.892 -0.321  -0.228
S 1.825 -0.927 -0.068  -0.329

Atoms 1-6, force components in eV/Å:
C -0.932 0.814 4.635
C 4.262 -2.230 -1.144
H -1.815 -2.706 1.430
H -0.041 1.329 -2.316
H 0.344 -1.682 -0.420
H -1.374 -1.169 3.960


Entry 4:
Computed, not measured: C10H23Cl4NO6PS2 as an isolated structure, with ωB97M-V with the def2-TZVPD basis set.

Properties
Highest occupied orbital energy, eV: -5.31
Multiplicity: 1
M, g mol⁻¹: 490.215
LUMO level, eV: 2.14
Gap between HOMO and LUMO, eV: 7.5
E, Eh: -3879.6221
Net charge: -1

Each line ends with the Mulliken charge.
Cartesian coordinates (Å):
C 0.200 -2.832 0.907  -1.076
C -0.335 -3.142 -0.495  -0.611
C -1.220 -2.031 -1.075  0.153
C -0.478 -0.739 -1.412  -1.048
C -0.223 0.224 -0.235  0.118
C -1.053 1.520 -0.250  -0.211
S -2.430 1.650 0.891  1.083
O -1.772 1.847 2.179  -0.743
O -3.232 2.756 0.404  -0.691
N -3.223 0.253 0.973  -0.375
S -4.413 0.029 -0.088  1.021
O -5.649 0.708 0.267  -0.665
O -3.973 0.145 -1.478  -0.605
P -4.684 -2.122 0.355  0.195
O -6.250 -2.134 0.782  -0.419
O -4.828 -2.678 -1.188  -0.520
H 1.015 -2.109 0.864  0.103
H 0.562 -3.746 1.388  0.376
H -0.606 -2.436 1.533  0.366
H -0.927 -4.066 -0.445  0.368
H 0.486 -3.354 -1.192  0.312
H -2.041 -1.837 -0.380  -0.411
H -1.644 -2.409 -2.017  0.520
H 0.489 -1.015 -1.852  0.381
H -1.039 -0.205 -2.186  0.399
H 0.817 0.562 -0.312  -0.143
H -0.362 -0.274 0.727  0.345
H -0.412 2.327 0.116  -0.262
H -1.381 1.792 -1.255  0.421
H -6.868 -2.118 0.044  0.290
H -3.957 -2.988 -1.439  0.364
Cl 1.815 4.364 -1.023  -0.190
C 2.105 4.601 0.719  -0.554
C 2.999 3.528 1.287  -0.537
Cl 2.177 1.949 1.305  -0.104
H 1.139 4.614 1.220  0.348
H 2.579 5.574 0.836  0.384
H 3.256 3.772 2.317  0.330
H 3.915 3.432 0.708  0.320
Cl 3.259 -1.667 -0.459  -0.103
C 4.828 -1.101 0.159  -0.588
C 5.151 0.294 -0.313  0.052
Cl 5.481 0.355 -2.066  -0.204
H 5.590 -1.812 -0.151  0.383
H 4.761 -1.105 1.246  0.258
H 6.048 0.651 0.191  0.345
H 4.328 0.972 -0.104  -0.176

Atoms 1-6, force components in eV/Å:
C -0.093 -0.238 -0.133
C -0.228 -0.012 0.126
C 0.187 -0.359 -0.320
C -0.124 0.098 0.180
C -0.097 0.308 -0.238
C 0.298 -0.096 -0.196


Entry 5:
Computed, not measured: an isolated ion of composition C2H4NO2 and charge +1 at a distorted geometry, with ωB97M-V with the def2-TZVPD basis set.

Properties
Highest occupied orbital energy, eV: -18.64
Multiplicity: 1
M, g mol⁻¹: 74.059
LUMO level, eV: -7.69
Gap between HOMO and LUMO, eV: 10.9
Energy above the lowest of the compared OMol25 structures with the same formula, charge and spin, kcal per mole: 138.7
E, Eh: -283.3351
Net charge: +1

Each line ends with the Mulliken charge.
Cartesian coordinates (Å):
C 0.075 0.415 -0.350  0.408
C 0.458 -0.122 0.901  -1.069
N -0.720 -0.277 -1.175  0.730
O -1.041 -1.241 -1.751  -0.284
O -1.301 0.799 -0.699  -0.176
H 0.854 1.186 -0.839  0.352
H 0.211 -1.176 0.985  0.361
H -0.115 0.322 1.655  0.351
H 1.578 0.093 1.273  0.327

Atoms 1-6, force components in eV/Å:
C 5.817 4.247 -1.078
C 3.062 -1.134 2.680
N -2.099 -2.510 -2.327
O 0.204 1.552 0.483
O -1.808 -0.376 -0.321
H -1.866 -1.894 0.711


Entry 6:
Computed, not measured: C3H5O4Pm as an isolated structure at a distorted geometry, with ωB97M-V with the def2-TZVPD basis set.

Properties
Highest occupied orbital energy (alpha / beta), eV: -18.25 / -18.28
Multiplicity: 5
M, g mol⁻¹: 250.069
LUMO level (alpha / beta), eV: -11.83 / -10.25
Gap between HOMO and LUMO (alpha / beta), eV: 6.4 / 8.0
Energy above the lowest of the compared OMol25 structures with the same formula, charge and spin, kcal per mole: 21.9
E, Eh: -1025.9634
Net charge: +2

Each line ends with the Mulliken charge.
Cartesian coordinates (Å):
O 1.247 0.386 4.058  -0.401
C 0.453 0.563 3.170  0.797
O 0.433 0.104 1.970  -0.643
O -0.568 1.509 3.252  -0.547
H -0.513 2.082 4.026  0.374
C -0.560 -1.932 -0.785  0.256
O -1.202 -0.871 -0.596  -0.588
C 0.807 -2.150 -0.257  -0.892
H 1.014 -2.478 -1.390  0.361
H -1.171 -2.847 -0.897  0.415
H 1.448 -1.264 -0.254  0.317
H 0.875 -3.117 0.264  0.371
Pm -1.464 0.938 0.933  2.179

Atoms 1-6, force components in eV/Å:
O -1.932 0.208 -1.564
C 3.342 0.294 2.734
O -2.549 -0.198 -2.776
O -1.595 0.401 -1.094
H 0.049 0.077 0.530
C -0.090 -0.719 4.839


Entry 7:
Computed, not measured: one molecule with the formula C3H5N3 at a distorted geometry, with ωB97M-V with the def2-TZVPD basis set.

Properties
Highest occupied orbital energy, eV: -9.40
Multiplicity: 1
M, g mol⁻¹: 83.094
LUMO level, eV: 0.87
Gap between HOMO and LUMO, eV: 10.3
Energy above the lowest of the compared OMol25 structures with the same formula, charge and spin, kcal per mole: 62.0
E, Eh: -281.4912
Net charge: 0

Each line ends with the Mulliken charge.
Cartesian coordinates (Å):
C -1.636 0.221 0.148  -0.879
C -0.228 -0.031 0.513  0.326
C 0.634 0.438 -0.453  -0.205
N 1.725 -0.325 -0.288  0.204
N 1.606 -1.104 0.791  -0.563
N 0.429 -0.903 1.311  -0.257
H -1.275 0.785 -0.787  0.235
H -2.346 0.499 0.950  0.294
H -2.076 -0.593 -0.423  0.269
H 0.651 1.440 -0.860  0.340
H 2.515 -0.429 -0.901  0.236

Atoms 1-6, force components in eV/Å:
C 0.063 0.294 -0.682
C 0.329 -0.046 -0.455
C 0.899 -0.024 0.639
N 0.682 0.234 0.511
N 0.129 -0.325 0.047
N -0.193 -0.546 -0.616